--- P ---
Below is C3H6N2O in the gas phase, with properties calculated with wB97M-V/def2-TZVPD.

The value obtained for the orbital gap is 8.96 eV. The multiplicity is 1. Its HOMO energy is -8.7 eV. The calculation puts the LUMO energy at 0.27 eV.

Each line ends with the natural charge from an NBO analysis.
Element x y z (Å)
1 O -1.15 1.75 1.24  -0.52
2 N -1.45 -0.79 -1.19  -0.55
3 N 0.50 0.14 -0.58  -0.67
4 C 1.50 -0.59 0.23  -0.42
5 C -0.98 -0.05 -0.30  0.13
6 C -1.67 0.79 0.71  0.38
7 H 0.77 1.12 -0.74  0.41
8 H -0.02 -0.52 -1.49  0.46
9 H 2.01 0.06 0.94  0.21
10 H 2.23 -1.03 -0.46  0.21
11 H 1.00 -1.40 0.77  0.22
12 H -2.72 0.50 0.87  0.14

--- Q ---
Below is C3H6N2O in the gas phase, with properties calculated with wB97M-V/def2-TZVPD.

The value obtained for the orbital gap is 10.31 eV. The multiplicity is 1. Its HOMO energy is -9.4 eV. As for the SMILES: C[C@@H]1N=CON1. The calculation puts the LUMO energy at 0.95 eV.

Each line ends with the natural charge from an NBO analysis.
Element x y z (Å)
1 O 1.77 -0.55 -0.33  -0.39
2 N 0.46 1.13 0.23  -0.49
3 N 0.81 -1.29 0.40  -0.36
4 C -1.57 0.05 -0.56  -0.63
5 C 1.61 0.80 -0.16  0.37
6 C -0.42 0.00 0.46  0.12
7 H -2.01 -0.92 -0.34  0.22
8 H -1.29 0.08 -1.57  0.22
9 H -2.16 0.90 -0.29  0.23
10 H 2.27 1.41 -0.60  0.18
11 H 1.29 -1.46 1.31  0.33
12 H -0.75 -0.14 1.44  0.18

Which of them is the most stable? Correct choice: Q.

--- P ---
Below is 2 unconnected molecules or ions with the total composition C3H6N2O, with properties calculated with wB97M-V/def2-TZVPD.

The value obtained for the orbital gap is 9.58 eV. The multiplicity is 1. Its HOMO energy is -8.9 eV. As for the SMILES: c1c[nH]cn1.O. The calculation puts the LUMO energy at 0.72 eV.

Each line ends with the natural charge from an NBO analysis.
Element x y z (Å)
1 O -1.59 -2.17 -2.38  -0.95
2 N 0.30 0.74 -0.72  -0.44
3 N -0.11 0.31 1.50  -0.54
4 C 1.12 1.00 1.41  -0.14
5 C 1.24 1.27 0.06  -0.08
6 C -0.61 0.38 0.23  0.15
7 H -1.66 0.27 0.11  0.19
8 H 1.93 0.96 2.13  0.22
9 H -0.45 -0.41 2.15  0.43
10 H -0.70 -2.36 -2.58  0.47
11 H 2.18 1.66 -0.34  0.20
12 H -1.66 -1.65 -1.55  0.47

--- Q ---
Below is C3H6N2O in the gas phase, with properties calculated with wB97M-V/def2-TZVPD.

The value obtained for the orbital gap is 9.46 eV. The multiplicity is 1. Its HOMO energy is -8.6 eV. As for the SMILES: C1=NNCCO1. The calculation puts the LUMO energy at 0.89 eV.

Each line ends with the natural charge from an NBO analysis.
Element x y z (Å)
1 O -0.90 1.10 0.06  -0.50
2 N 1.20 -0.48 -0.40  -0.47
3 N 1.44 0.88 -0.08  -0.34
4 C -0.02 -0.95 0.27  -0.30
5 C 0.32 1.48 -0.02  0.34
6 C -1.33 -0.20 -0.23  -0.09
7 H 0.32 2.56 0.28  0.17
8 H 0.21 -0.88 1.48  0.18
9 H 2.10 -0.90 0.13  0.37
10 H 0.23 -2.00 0.05  0.23
11 H -1.17 -0.14 -1.48  0.18
12 H -2.40 -0.48 -0.08  0.24

Which of them is the most stable? Correct choice: P.

--- P ---
Below is a molecular structure, C3H6N2O, with properties calculated with wB97M-V/def2-TZVPD.

The value obtained for the orbital gap is 9.95 eV. The multiplicity is 1. Its HOMO energy is -9.0 eV. The calculation puts the LUMO energy at 0.98 eV.

Each line ends with the natural charge from an NBO analysis.
Element x y z (Å)
1 O 0.49 -1.62 -0.17  -0.50
2 N -1.68 -1.12 0.68  -0.69
3 N -0.29 1.58 0.34  -0.88
4 C 1.23 -0.43 -0.56  -0.07
5 C -0.10 0.41 -0.55  -0.26
6 C -0.64 -0.86 0.03  0.56
7 H -0.76 1.17 -1.08  0.34
8 H 1.79 -0.61 -1.48  0.19
9 H 1.92 -0.16 0.25  0.19
10 H -0.71 1.40 1.23  0.39
11 H -1.66 -2.05 1.08  0.36
12 H 0.40 2.30 0.23  0.38

--- Q ---
Below is C3H6N2O in the gas phase, with properties calculated with wB97M-V/def2-TZVPD.

The value obtained for the orbital gap is 10.11 eV. The multiplicity is 1. Its HOMO energy is -9.2 eV. As for the SMILES: C=NN(C)C=O. The calculation puts the LUMO energy at 0.87 eV.

Each line ends with the natural charge from an NBO analysis.
Element x y z (Å)
1 O -0.14 -1.17 -1.94  -0.56
2 N 0.05 0.00 -0.03  -0.29
3 N 0.07 1.24 0.43  -0.21
4 C -0.39 -0.15 -1.35  0.54
5 C 0.13 -1.14 0.85  -0.47
6 C 0.25 1.47 1.68  -0.19
7 H 1.01 -1.04 1.56  0.21
8 H 0.39 -1.92 0.09  0.26
9 H 0.34 2.51 1.85  0.19
10 H -0.92 0.75 -1.75  0.15
11 H 0.37 0.73 2.44  0.17
12 H -0.79 -1.43 1.36  0.21

Which of them is the most stable? Correct choice: Q.